1.
Computed, not measured: a single C9H14O3Si molecule at a distorted geometry, with ωB97M-V/def2-TZVPD.

The total energy comes out at -866.6127 hartree. The energy above the lowest of the compared OMol25 structures with the same formula, charge and spin comes out at 115.8 kJ/mol. As for the total charge: 0. Its structure (SMILES) is CO[Si](OC)(OC)c1ccccc1. For the HOMO energy, the calculation gives -9.38 eV. The value obtained for the largest force on an atom is 3.90 eV Å⁻¹. Its multiplicity is 1.

Last columns: bonded neighbours and bond lengths (Å).
Cartesian coordinates (Å):
1 C 0.63 2.68 -0.68  O2 1.420, H14 1.165, H15 1.118, H16 1.124
2 O 1.03 1.67 0.23  C1 1.420, Si3 1.610
3 Si 0.84 0.17 -0.32  O2 1.610, O4 1.680, O6 1.712, C8 1.851
4 O 1.05 0.22 -1.99  Si3 1.680, C5 1.435
5 C 2.27 -0.18 -2.62  O4 1.435, H17 1.138, H18 1.075, H19 1.028
6 O 1.95 -0.82 0.52  Si3 1.712, C7 1.426
7 C 1.84 -0.55 1.92  O6 1.426, H20 1.135, H21 1.117, H22 1.096
8 C -0.87 -0.40 0.10  Si3 1.851, C9 1.423, C13 1.350
9 C -1.89 0.54 0.41  C8 1.423, C10 1.384, H23 1.086
10 C -3.07 0.07 0.94  C9 1.384, C11 1.404, H24 1.106
11 C -3.19 -1.33 1.04  C10 1.404, C12 1.348, H25 1.082
12 C -2.22 -2.17 0.63  C11 1.348, C13 1.383, H26 1.069
13 C -0.96 -1.73 0.28  C8 1.350, C12 1.383, H27 1.072
14 H 0.17 3.55 -0.06  C1 1.165
15 H -0.09 2.34 -1.47  C1 1.118
16 H 1.61 2.82 -1.22  C1 1.124
17 H 2.74 0.81 -2.92  C5 1.138
18 H 2.01 -0.80 -3.46  C5 1.075
19 H 2.91 -0.56 -1.91  C5 1.028
20 H 1.66 0.54 2.19  C7 1.135
21 H 2.77 -0.90 2.42  C7 1.117
22 H 0.98 -1.19 2.13  C7 1.096
23 H -1.77 1.62 0.39  C9 1.086
24 H -3.80 0.85 1.20  C10 1.106
25 H -4.14 -1.71 1.39  C11 1.082
26 H -2.38 -3.22 0.74  C12 1.069
27 H -0.07 -2.32 0.15  C13 1.072


2.
Computed, not measured: 2 unconnected molecules or ions with the total composition C9H14OS2 at a distorted geometry, with ωB97M-V/def2-TZVPD.

The total energy comes out at -1222.9419 hartree. The energy above the lowest of the compared OMol25 structures with the same formula, charge and spin comes out at 0.0 kJ/mol. As for the total charge: 0. Its structure (SMILES) is Oc1ccccc1.CSCSC. For the HOMO energy, the calculation gives -8.63 eV. The value obtained for the largest force on an atom is 1.17 eV Å⁻¹. Its multiplicity is 1.

Last columns: bonded neighbours and bond lengths (Å).
Cartesian coordinates (Å):
1 O 1.01 2.05 0.31  C2 1.372, H8 0.988
2 C 2.09 1.29 -0.08  O1 1.372, C3 1.395, C7 1.396
3 C 2.92 1.82 -1.06  C2 1.395, C4 1.393, H9 1.098
4 C 4.02 1.10 -1.50  C3 1.393, C5 1.396, H10 1.098
5 C 4.31 -0.16 -0.96  C4 1.396, C6 1.394, H11 1.098
6 C 3.47 -0.68 0.03  C5 1.394, C7 1.395, H12 1.098
7 C 2.36 0.04 0.47  C2 1.396, C6 1.395, H13 1.098
8 H 0.52 1.56 1.01  O1 0.988
9 H 2.68 2.81 -1.48  C3 1.098
10 H 4.67 1.52 -2.28  C4 1.098
11 H 5.18 -0.72 -1.30  C5 1.098
12 H 3.69 -1.67 0.47  C6 1.098
13 H 1.71 -0.37 1.25  C7 1.098
14 C -3.79 -2.67 0.09  S15 1.799, H19 1.103, H20 1.103, H21 1.103
15 S -3.31 -1.31 -0.98  C14 1.799, C16 1.807
16 C -1.87 -0.73 -0.05  S15 1.807, S17 1.807, H22 1.107, H23 1.107
17 S -2.19 -0.04 1.59  C16 1.807, C18 1.799
18 C -3.14 1.41 1.10  S17 1.799, H24 1.103, H25 1.103, H26 1.103
19 H -4.71 -3.12 -0.32  C14 1.103
20 H -4.00 -2.32 1.12  C14 1.103
21 H -3.01 -3.45 0.14  C14 1.103
22 H -1.15 -1.56 0.10  C16 1.107
23 H -1.38 0.03 -0.69  C16 1.107
24 H -2.54 2.11 0.49  C18 1.103
25 H -4.04 1.12 0.52  C18 1.103
26 H -3.47 1.93 2.01  C18 1.103